The following is a DFT calculation (the ωB97M-V functional and the def2-TZVPD basis) of a molecular structure, C30H26ClIN5OPtSSi at a distorted geometry.

Properties
Spin multiplicity   5
Net charge   +1
Orbital gap (spin up / spin down)   4.86 / 5.05 eV

CARTESIAN COORDINATES (ANGSTROEM)
Pt: 0.3526 0.1685 -0.6000
N: 4.6793 0.3597 -0.1643
C: 3.3133 0.3272 -0.0438
S: 2.4466 0.5488 -1.4993
N: 2.7295 0.0577 1.1218
N: 1.3721 -0.0484 1.1071
C: 0.6632 -0.4323 2.1817
C: 1.3028 -0.5458 3.5006
C: 0.7803 0.1411 4.6412
C: 1.4980 0.1690 5.8290
C: 2.7076 -0.4498 5.9748
C: 3.1866 -1.1345 4.8918
C: 2.4872 -1.2740 3.7082
C: -0.7530 -0.5585 1.9364
C: -1.7112 -1.2072 2.8043
C: -3.0990 -1.1873 2.4758
C: -3.4652 -0.5883 1.2659
C: -2.4735 -0.1302 0.3905
N: -1.1267 -0.1056 0.7411
H: 5.2387 0.5933 -1.0099
H: 5.2501 0.3657 0.7024
H: -0.2357 0.5835 4.5743
H: 1.0584 0.7502 6.6620
H: 3.2760 -0.4249 6.9277
H: 4.0943 -1.7002 4.8491
H: 2.9554 -1.8658 2.9276
H: -1.3789 -1.4564 3.7788
H: -3.8826 -1.6315 3.1105
H: -4.4417 -0.5709 0.8149
H: -2.7358 0.3093 -0.5710
Cl: -1.1129 6.5453 -2.9069
C: -0.7018 4.9435 -2.7898
C: -0.8097 4.1917 -3.9181
C: -0.8969 2.8058 -3.8259
I: -1.1693 1.8207 -5.6087
C: -0.8087 2.1428 -2.5503
O: -1.0963 0.8958 -2.3503
C: -0.3791 2.9547 -1.4058
N: 0.0514 2.2931 -0.3005
C: 0.4264 3.0720 0.7333
C: 0.2183 4.4284 0.7884
C: -0.2940 5.0939 -0.2990
C: -0.4805 4.4160 -1.5265
H: -1.0092 4.6642 -4.8886
H: 0.7667 2.5679 1.6386
H: 0.5864 4.9766 1.6933
H: -0.5562 6.1353 -0.2425
C: 1.6443 -3.2787 -1.0330
Si: 0.6340 -1.9674 -1.9207
C: 1.2628 -1.4501 -3.6366
C: -1.1265 -2.5149 -2.1118
C: -1.6792 -3.4664 -1.2416
C: -3.0741 -3.7483 -1.3062
C: -3.8820 -3.0788 -2.1832
C: -3.3395 -2.1948 -3.0971
C: -1.9511 -1.9427 -3.0888
H: 1.2901 -4.2449 -1.3343
H: 1.7257 -3.1762 0.0975
H: 2.6470 -3.1897 -1.4061
H: 1.0430 -2.3784 -4.2497
H: 2.3210 -1.1346 -3.5843
H: 0.6551 -0.6692 -4.1002
H: -1.0736 -3.8584 -0.5012
H: -3.4480 -4.5030 -0.6238
H: -4.9492 -3.3046 -2.2546
H: -3.9164 -1.6764 -3.8868
H: -1.6067 -1.2325 -3.8072